# 1
Density functional theory data (ωB97M-V/def2-TZVPD) for C37H49Br2InN2O3P as an isolated structure.

Output
Net charge   -1
Largest force on an atom   0.91 eV/A
HOMO-LUMO gap   0.230 Ha
LUMO energy   0.08617 hartree

Last column: Mulliken charge in e.
Cartesian coordinates (Å):
1 C -1.0154 2.4126 3.0263  -0.543
2 C -1.6513 1.6595 4.1987  -0.182
3 Br -1.7477 2.9166 5.7893  -0.253
4 C -1.0109 0.3553 4.5057  -1.148
5 Br 0.8202 0.5284 5.1703  -0.184
6 In -0.9965 -0.9834 2.7038  0.745
7 C -1.2973 -3.0661 3.4004  -1.169
8 C -0.5299 -4.0302 2.4942  -0.431
9 C -1.2280 -4.1478 1.1384  0.143
10 N -0.3413 -4.6340 0.0621  -0.547
11 C -2.7166 -0.5210 1.3109  -0.997
12 O -2.2038 -0.2511 -0.0066  0.102
13 O -2.6826 -1.2294 -0.9506  -0.462
14 P 1.1977 -0.9575 1.4044  -0.523
15 N 1.6374 0.7101 1.2778  -0.110
16 O 0.8163 -1.3719 -0.1928  -0.245
17 H -0.9182 3.4751 3.2373  0.592
18 H -1.6439 2.3089 2.1408  -0.012
19 H -0.0243 2.0150 2.8169  0.017
20 H -2.7096 1.4833 4.0309  0.386
21 H -1.5560 -0.1575 5.2939  0.667
22 H -0.9305 -3.1144 4.4286  0.347
23 H -2.3614 -3.3154 3.4219  0.370
24 H -0.4234 -5.0281 2.9320  0.372
25 H 0.4705 -3.6369 2.2963  0.137
26 H -1.6125 -3.1679 0.8508  -0.292
27 H -2.0828 -4.8227 1.2555  0.415
28 H -0.3695 -5.6407 0.0133  0.256
29 H -0.6302 -4.2758 -0.8371  0.108
30 H -3.3992 -1.3723 1.2874  0.548
31 H -3.3044 0.3551 1.6074  0.157
32 H -3.6394 -1.2198 -0.8036  0.284
33 H 1.0900 1.2174 0.5880  0.043
34 H 2.6164 0.7661 1.0320  0.334
35 H 0.6285 -2.3135 -0.1657  0.139
36 C 1.9717 -2.6708 -3.3704  -0.469
37 C 0.7403 -3.2468 -3.6478  -0.459
38 C 0.6716 -4.3917 -4.4304  -0.521
39 C 1.8331 -4.9626 -4.9334  -0.327
40 C 3.0658 -4.3886 -4.6537  -0.466
41 C 3.1333 -3.2430 -3.8735  -0.428
42 H 2.0206 -1.7817 -2.7541  0.483
43 H -0.1631 -2.8006 -3.2503  0.591
44 H -0.2894 -4.8402 -4.6484  0.375
45 H 1.7774 -5.8571 -5.5411  0.353
46 H 3.9728 -4.8359 -5.0407  0.370
47 H 4.0922 -2.7911 -3.6515  0.481
48 C 4.1531 5.8002 -0.0276  -0.340
49 C 3.9903 4.6162 0.6779  -0.591
50 C 2.7365 4.0262 0.7711  -0.301
51 C 1.6465 4.6206 0.1511  -0.320
52 C 1.8092 5.8027 -0.5578  -0.561
53 C 3.0612 6.3944 -0.6453  -0.381
54 H 5.1312 6.2595 -0.0976  0.353
55 H 4.8420 4.1504 1.1570  0.380
56 H 2.6098 3.1047 1.3246  0.487
57 H 0.6687 4.1597 0.2150  0.505
58 H 0.9574 6.2597 -1.0454  0.396
59 H 3.1868 7.3181 -1.1963  0.362
60 C 0.3804 3.5475 -3.1238  -0.406
61 C 0.2038 2.3654 -2.4190  -0.563
62 C -1.0606 1.8073 -2.2994  -0.274
63 C -2.1481 2.4331 -2.8941  -0.439
64 C -1.9725 3.6098 -3.6087  -0.366
65 C -0.7066 4.1691 -3.7222  -0.516
66 H 1.3655 3.9911 -3.1979  0.441
67 H 1.0522 1.8809 -1.9507  0.463
68 H -1.2034 0.8956 -1.7380  0.479
69 H -3.1352 1.9990 -2.7962  0.399
70 H -2.8226 4.0954 -4.0719  0.370
71 H -0.5689 5.0939 -4.2690  0.358
72 C -6.9719 3.1206 1.7861  -0.423
73 C -8.2182 2.5931 1.4773  -0.411
74 C -8.3150 1.4715 0.6659  -0.311
75 C -7.1652 0.8765 0.1656  -0.527
76 C -5.9194 1.4040 0.4744  -0.059
77 C -5.8229 2.5270 1.2833  -0.522
78 H -6.8954 3.9938 2.4210  0.372
79 H -9.1143 3.0548 1.8721  0.350
80 H -9.2870 1.0598 0.4250  0.352
81 H -7.2401 -0.0014 -0.4635  0.361
82 H -5.0193 0.9400 0.0916  0.399
83 H -4.8499 2.9362 1.5238  0.435
84 C 5.4188 -3.9208 -0.7691  -0.355
85 C 6.6259 -4.2779 -0.1846  -0.444
86 C 7.1762 -3.4763 0.8066  -0.334
87 C 6.5156 -2.3242 1.2130  -0.495
88 C 5.3046 -1.9799 0.6296  -0.306
89 C 4.7556 -2.7739 -0.3616  -0.224
90 H 4.9854 -4.5411 -1.5443  0.425
91 H 7.1385 -5.1769 -0.5029  0.358
92 H 8.1190 -3.7501 1.2637  0.341
93 H 6.9387 -1.7016 1.9908  0.375
94 H 4.7773 -1.0903 0.9482  0.333
95 H 3.8096 -2.4995 -0.8114  0.328

=====

# 2
Density functional theory data (ωB97M-V/def2-TZVPD) for C37H49BrCoN2P2S as an isolated structure.

Output
Multiplicity   4
Net charge   +2
Largest force on an atom   2.74 eV/A
HOMO-LUMO gap (alpha / beta)   0.150 / 0.096 Ha
Relative energy (zero: lowest compared OMol25 entry of this formula, charge and spin)   0.0000 eV
LUMO energy (alpha / beta)   -0.29960 / -0.35390 hartree

Last column: Mulliken charge in e.
Cartesian coordinates (Å):
1 C -2.7435 -7.5732 5.5070  -0.443
2 C -3.2101 -7.1973 4.2230  0.589
3 C -4.2092 -8.0154 3.6395  -0.442
4 C -4.6730 -9.1285 4.3471  -0.299
5 N -4.2308 -9.4858 5.5657  -0.554
6 C -3.2828 -8.7091 6.1188  -0.298
7 C -2.6997 -6.0527 3.5514  0.097
8 C -2.2584 -5.0635 2.9709  -0.839
9 C -1.7476 -3.9181 2.2990  0.969
10 C -1.5511 -2.6952 2.9896  -1.110
11 C -1.0496 -1.5730 2.3227  0.740
12 C -0.7202 -1.6149 0.9474  -0.108
13 C -0.9180 -2.8387 0.2657  -0.072
14 C -1.4208 -3.9678 0.9198  -0.925
15 Co 0.0000 0.0000 0.0000  -0.394
16 P -2.0728 1.0588 0.1527  1.283
17 H -4.6077 -7.7745 2.6496  0.385
18 H -1.9728 -6.9796 6.0072  0.386
19 H -5.4475 -9.7709 3.9058  0.358
20 H -2.9297 -9.0114 7.1145  0.355
21 H -1.5683 -4.9048 0.3728  0.488
22 H -1.7976 -2.6419 4.0551  0.472
23 H -0.6754 -2.9113 -0.8010  0.378
24 H -0.9099 -0.6431 2.8865  0.430
25 C -2.0457 2.4821 -1.0447  -0.762
26 C -3.3552 3.1949 -1.4040  -1.291
27 H -1.5852 2.0577 -1.9554  0.534
28 H -1.2894 3.1731 -0.6290  0.255
29 H -3.1298 4.1492 -1.9128  0.390
30 H -3.9679 2.5906 -2.0948  0.308
31 H -3.9662 3.4257 -0.5169  0.271
32 C -3.5600 0.0219 -0.2601  0.072
33 C -4.6953 -0.0901 0.7657  -1.368
34 H -3.1501 -0.9797 -0.4808  0.131
35 H -3.9269 0.4021 -1.2314  0.261
36 H -5.4523 -0.8088 0.4043  0.408
37 H -4.3241 -0.4641 1.7351  0.283
38 H -5.2039 0.8707 0.9440  0.276
39 C -2.3516 1.7370 1.8615  0.192
40 C -3.2917 2.9361 2.0393  -1.355
41 H -1.3354 2.0036 2.2017  -0.087
42 H -2.6784 0.8721 2.4696  0.326
43 H -3.3787 3.1811 3.1129  0.431
44 H -2.8902 3.8292 1.5316  0.340
45 H -4.3070 2.7461 1.6550  0.212
46 Br 0.9130 2.0474 -1.2014  0.023
47 P -2.9958 -2.6951 -4.7677  -0.047
48 C -3.9043 -1.3518 -3.8102  0.324
49 C -4.7193 -0.3963 -4.6932  -1.338
50 H -3.1818 -0.7962 -3.1799  -0.421
51 H -4.5864 -1.8800 -3.1175  0.425
52 H -5.4911 0.1277 -4.1008  0.345
53 H -4.0822 0.3717 -5.1646  0.314
54 H -5.2263 -0.9476 -5.5046  0.408
55 C -1.2191 -2.1032 -4.6107  0.078
56 C -0.2876 -2.5973 -5.7251  -1.206
57 H -0.8653 -2.4820 -3.6326  -0.197
58 H -1.2032 -0.9968 -4.5503  0.385
59 H 0.5808 -1.9239 -5.8398  0.345
60 H 0.0935 -3.6108 -5.5071  0.299
61 H -0.8059 -2.6354 -6.6991  0.340
62 C -2.9348 -4.0120 -3.4283  -0.158
63 C -3.9835 -5.1160 -3.6153  -1.248
64 H -3.0367 -3.5356 -2.4330  -0.037
65 H -1.9184 -4.4471 -3.4709  0.459
66 H -3.6912 -6.0353 -3.0767  0.362
67 H -4.9719 -4.8081 -3.2289  0.292
68 H -4.1076 -5.3686 -4.6831  0.358
69 N 0.7901 0.7055 1.6902  -0.014
70 S 1.4122 2.0677 2.3306  -0.071
71 C 2.8846 1.3049 3.1184  0.209
72 C 3.4256 0.0562 2.7258  -0.030
73 C 4.5870 -0.4363 3.3239  -0.790
74 C 5.2293 0.3014 4.3177  -0.437
75 C 4.7073 1.5351 4.7162  -0.700
76 C 3.5437 2.0334 4.1214  -0.267
77 C 2.4501 2.8990 1.0953  0.024
78 C 2.1567 4.2568 0.8784  -0.138
79 C 2.9029 5.0133 -0.0283  -0.740
80 C 3.9576 4.4241 -0.7266  -0.385
81 C 4.2702 3.0777 -0.5170  -0.725
82 C 3.5267 2.3129 0.3896  0.177
83 H 0.8722 -0.0448 2.3714  0.182
84 H 2.9766 -0.5368 1.9421  0.385
85 H 4.9946 -1.3894 3.0076  0.414
86 H 6.1342 -0.0804 4.7719  0.424
87 H 5.2157 2.1085 5.4807  0.413
88 H 3.1634 2.9976 4.4297  0.434
89 H 1.3468 4.7319 1.4168  0.457
90 H 2.6628 6.0574 -0.1874  0.439
91 H 4.5326 5.0130 -1.4312  0.445
92 H 5.0887 2.6274 -1.0636  0.439
93 H 3.7909 1.2779 0.5162  0.473

=====

Which of these has the highest largest force on an atom?
C37H49BrCoN2P2S

=====

Among the records above, which one has the highest largest force on an atom?
C37H49BrCoN2P2S

=====

net charge of number 2 (C37H49BrCoN2P2S)?
+2